Here is the molecule C5H5N3 from the Open Molecules 2025 dataset. Energies are from ωB97M-V with the def2-TZVPD basis set.

Properties
SMILES string = N#CC1=CC=NNC1
Kohn-Sham gap = 8.188 eV
Spin multiplicity = 1

The geometry in XYZ format:
```
13
Properties=species:S:1:pos:R:3:lowdin_charge:R:1
C -1.86099 0.32092 -1.30946 -0.143
C -0.72401 -0.07531 -0.42997 -0.215
C 0.23409 -0.98937 -0.77984 -0.044
C 1.37888 -1.16037 0.07592 -0.148
C -0.53717 0.71924 0.85244 -0.150
H 0.07853 -1.60877 -1.56685 0.078
H 1.78269 -2.18827 -0.17581 0.123
H 1.43815 1.59376 1.59625 0.117
H -0.87745 1.69141 0.57177 0.101
H -1.14891 0.12833 1.63229 0.146
N -2.54579 0.70745 -2.21989 0.132
N 1.85715 -0.10826 0.76308 0.044
N 0.92483 0.96924 0.99007 -0.042
```

---

Here is a structure of composition C5H5N3 from the Open Molecules 2025 dataset. Energies are from ωB97M-V with the def2-TZVPD basis set.

Properties
Kohn-Sham gap = 10.313 eV
Spin multiplicity = 1

The geometry in XYZ format:
```
13
Properties=species:S:1:pos:R:3:lowdin_charge:R:1
C 2.87719 -0.94569 0.03421 0.041
C 1.93096 -0.72088 -0.83930 -0.140
C 0.65416 -0.21881 -1.39246 -0.151
C -0.23730 0.08125 1.04915 -0.258
C -1.97475 0.91283 0.51087 -0.239
H 3.52949 -2.03352 0.24866 0.127
H 0.77169 0.64625 -2.15331 0.153
H 0.41808 -1.02404 -2.10726 0.121
H 0.59032 -0.47172 1.74539 0.169
H -2.90297 1.72596 0.67765 0.159
N -0.33186 -0.06531 -0.27083 -0.129
N -1.26062 0.56124 1.67092 0.082
N -1.53726 0.43334 -0.62665 0.065
```